The following is a quantum chemistry calculation of a molecular structure, C27H34N5O2Pd, from OMol25.

Computed properties:
Charge = +3
Relative energy (zero: lowest compared OMol25 entry of this formula, charge and spin) = 19.52 kJ/mol
E_tot = -1600.486978 Ha
Max |F| = 0.9 eV/A

Cartesian coordinates (Å):
H (-0.22, 1.80, 5.93)
C (-1.12, -2.84, -0.38)
C (-3.07, 1.79, -1.00)
O (0.92, 1.23, -2.43)
H (-3.55, -0.34, -0.95)
H (0.07, 0.21, -4.86)
N (-0.49, 1.10, 1.96)
C (-0.86, 1.98, 1.05)
C (-1.28, 3.27, 1.30)
H (0.42, 0.07, 7.56)
H (-1.51, 3.95, 0.50)
H (2.98, -1.02, 3.38)
C (-1.62, 1.62, -1.25)
H (-3.24, 1.98, 0.06)
N (0.24, -0.75, 3.79)
H (-1.14, -3.57, -1.20)
C (-1.36, 3.65, 2.63)
C (1.95, -2.43, 2.11)
C (-0.53, 1.48, 3.24)
C (1.08, -2.10, -1.00)
H (5.14, -4.56, 2.30)
Pd (0.28, -1.44, 1.84)
H (-1.69, 3.56, -6.41)
H (5.02, -2.40, 3.48)
C (0.41, 3.37, -5.73)
N (-1.30, 1.78, -5.28)
H (-1.93, 2.20, -4.59)
C (-0.07, 0.48, 4.24)
N (0.25, -2.62, 0.10)
H (-1.74, -3.22, 0.43)
C (0.54, -1.69, 4.70)
H (3.24, -5.33, 0.92)
C (4.17, -2.74, 2.91)
H (2.10, -1.97, -0.66)
H (0.74, -2.68, 4.32)
C (0.83, -3.94, 0.56)
N (-0.70, 1.57, -0.35)
O (-1.34, 1.46, -2.56)
H (0.22, 4.07, -4.91)
H (-4.92, 0.72, -1.24)
C (-0.03, 1.27, -4.62)
C (2.02, -3.62, 1.40)
H (-1.54, -1.90, -0.75)
H (-3.78, 0.40, -2.54)
C (0.36, -0.17, 6.51)
H (1.06, -4.56, -0.31)
H (0.86, -2.25, 6.73)
C (0.00, 0.80, 5.59)
C (-0.88, 2.84, -6.30)
C (1.11, 2.11, -5.23)
H (-1.70, 4.64, 2.90)
C (-0.05, 1.34, -3.10)
C (-0.99, 2.75, 3.61)
H (1.55, 1.56, -6.06)
H (0.05, -4.44, 1.14)
C (3.02, -1.97, 2.85)
H (-3.40, 2.68, -1.54)
H (1.89, 2.29, -4.50)
H (0.99, 3.90, -6.48)
H (-1.82, 1.03, -5.72)
H (-1.06, 3.03, 4.65)
H (0.25, 1.35, -0.66)
C (0.60, -1.45, 6.06)
C (3.17, -4.39, 1.47)
H (1.06, -2.78, -1.86)
H (0.68, -1.13, -1.31)
C (-3.87, 0.56, -1.47)
H (-0.73, 2.32, -7.25)
C (4.24, -3.96, 2.24)

=====

The following is a quantum chemistry calculation of a single C19H20ClNOS molecule, from OMol25.

Computed properties:
Relative energy (zero: lowest compared OMol25 entry of this formula, charge and spin) = 13.77 kJ/mol
E_tot = -1724.409343 Ha
SMILES = Cc1ccc(CSCCNC(=O)/C=C/c2ccc(Cl)cc2)cc1
Max |F| = 0.8 eV/A

Cartesian coordinates (Å):
C (2.40, -0.08, 1.37)
H (0.42, -2.77, -0.74)
H (3.63, -4.50, -0.61)
C (2.87, -3.82, -0.24)
N (1.19, -2.22, -1.11)
H (2.31, -3.53, -2.29)
C (1.82, 1.16, 1.14)
C (-0.12, 2.74, 1.19)
C (1.63, -1.13, 1.84)
S (3.67, -2.96, 1.15)
C (-0.29, 0.32, 1.87)
C (-2.03, 1.43, -1.38)
O (1.84, -0.26, -2.02)
H (0.18, 3.41, 1.99)
H (-5.05, 1.06, 0.13)
H (-1.07, -1.13, -0.71)
H (-1.21, 2.69, 1.18)
C (-3.42, 3.39, -1.72)
H (0.22, 3.17, 0.25)
C (0.97, -0.94, -1.49)
H (3.45, -0.23, 1.17)
Cl (-5.92, 3.62, -0.72)
C (0.28, -0.92, 2.08)
H (2.43, 1.97, 0.76)
H (1.52, -3.26, 2.16)
C (2.42, -2.92, -1.39)
C (2.25, -2.45, 2.18)
H (-0.33, -1.73, 2.45)
H (2.67, -2.41, 3.19)
C (-0.39, -0.45, -1.22)
C (-4.25, 1.52, -0.44)
H (-1.44, 3.18, -2.48)
C (0.48, 1.38, 1.40)
H (-2.93, -0.13, -0.22)
H (3.17, -2.15, -1.59)
C (-0.75, 0.78, -1.59)
H (-1.34, 0.47, 2.07)
H (2.03, -4.40, 0.15)
H (-3.57, 4.37, -2.13)
C (-2.23, 2.71, -1.91)
C (-4.43, 2.79, -0.98)
C (-3.06, 0.85, -0.64)
H (0.00, 1.36, -2.11)

=====

The following is a quantum chemistry calculation of a molecular structure, C5H7CuO at a distorted geometry, from OMol25.

Computed properties:
Charge = -2
Relative energy (zero: lowest compared OMol25 entry of this formula, charge and spin) = 0.00 kJ/mol
E_tot = -1910.180156 Ha
Max |F| = 1.7 eV/A

Cartesian coordinates (Å):
H (-2.06, 0.85, 1.02)
H (-5.99, -0.54, 0.69)
C (-4.98, 0.25, 2.41)
H (-5.36, 1.81, 1.02)
H (-4.42, 2.31, 2.45)
H (-3.58, 2.03, -1.33)
Cu (-7.35, -3.29, 1.26)
H (-4.56, 0.02, 3.40)
C (-4.64, 1.47, 1.78)
O (-6.15, -1.82, 2.27)
H (-1.80, 1.54, -1.26)
C (-2.87, 1.49, 0.61)
C (-5.75, -0.75, 1.76)
C (-2.73, 1.72, -0.70)

=====

Question: The highest max |F| belongs to which entry?
Answer: C5H7CuO

=====

Repeat the second record exactly.
The following is a quantum chemistry calculation of a single C19H20ClNOS molecule, from OMol25.

Computed properties:
Relative energy (zero: lowest compared OMol25 entry of this formula, charge and spin) = 13.77 kJ/mol
E_tot = -1724.409343 Ha
SMILES = Cc1ccc(CSCCNC(=O)/C=C/c2ccc(Cl)cc2)cc1
Max |F| = 0.8 eV/A

Cartesian coordinates (Å):
C (2.40, -0.08, 1.37)
H (0.42, -2.77, -0.74)
H (3.63, -4.50, -0.61)
C (2.87, -3.82, -0.24)
N (1.19, -2.22, -1.11)
H (2.31, -3.53, -2.29)
C (1.82, 1.16, 1.14)
C (-0.12, 2.74, 1.19)
C (1.63, -1.13, 1.84)
S (3.67, -2.96, 1.15)
C (-0.29, 0.32, 1.87)
C (-2.03, 1.43, -1.38)
O (1.84, -0.26, -2.02)
H (0.18, 3.41, 1.99)
H (-5.05, 1.06, 0.13)
H (-1.07, -1.13, -0.71)
H (-1.21, 2.69, 1.18)
C (-3.42, 3.39, -1.72)
H (0.22, 3.17, 0.25)
C (0.97, -0.94, -1.49)
H (3.45, -0.23, 1.17)
Cl (-5.92, 3.62, -0.72)
C (0.28, -0.92, 2.08)
H (2.43, 1.97, 0.76)
H (1.52, -3.26, 2.16)
C (2.42, -2.92, -1.39)
C (2.25, -2.45, 2.18)
H (-0.33, -1.73, 2.45)
H (2.67, -2.41, 3.19)
C (-0.39, -0.45, -1.22)
C (-4.25, 1.52, -0.44)
H (-1.44, 3.18, -2.48)
C (0.48, 1.38, 1.40)
H (-2.93, -0.13, -0.22)
H (3.17, -2.15, -1.59)
C (-0.75, 0.78, -1.59)
H (-1.34, 0.47, 2.07)
H (2.03, -4.40, 0.15)
H (-3.57, 4.37, -2.13)
C (-2.23, 2.71, -1.91)
C (-4.43, 2.79, -0.98)
C (-3.06, 0.85, -0.64)
H (0.00, 1.36, -2.11)

=====

Repeat the third record exactly.
The following is a quantum chemistry calculation of a molecular structure, C5H7CuO at a distorted geometry, from OMol25.

Computed properties:
Charge = -2
Relative energy (zero: lowest compared OMol25 entry of this formula, charge and spin) = 0.00 kJ/mol
E_tot = -1910.180156 Ha
Max |F| = 1.7 eV/A

Cartesian coordinates (Å):
H (-2.06, 0.85, 1.02)
H (-5.99, -0.54, 0.69)
C (-4.98, 0.25, 2.41)
H (-5.36, 1.81, 1.02)
H (-4.42, 2.31, 2.45)
H (-3.58, 2.03, -1.33)
Cu (-7.35, -3.29, 1.26)
H (-4.56, 0.02, 3.40)
C (-4.64, 1.47, 1.78)
O (-6.15, -1.82, 2.27)
H (-1.80, 1.54, -1.26)
C (-2.87, 1.49, 0.61)
C (-5.75, -0.75, 1.76)
C (-2.73, 1.72, -0.70)